# 1
114
Properties=species:S:1:pos:R:3:forces:R:3 method="wB97M-V/def2-TZVPD" gap_ev="7.36 / 7.51" lumo_ev="-2.9 / -2.9" total_charge=+1 fmax_ev_per_a=2.48 spin_multiplicity=2
Ru -1.145487 -0.501078 -0.181666 0.129 0.992 -1.231
C 2.854923 -2.407713 -2.940252 0.026 0.020 0.040
C 3.356429 -1.167353 -2.212495 0.004 -0.030 0.047
C 4.800331 -1.397921 -1.748165 -0.015 0.039 -0.045
C 2.520878 -0.735989 -1.021553 -0.041 -0.044 0.083
C 1.692367 -1.572218 -0.306151 0.042 -0.105 -0.135
C 1.063431 -1.188336 0.898950 -0.024 -0.119 0.057
C 0.948410 -2.330754 1.919874 -0.082 0.052 -0.035
C 2.349302 -2.551453 2.514441 -0.050 0.038 0.018
C 0.472366 -3.674099 1.350522 0.031 0.057 0.018
C 1.162738 0.171380 1.316491 0.283 -0.201 0.335
C 2.162805 0.965007 0.704833 0.049 0.086 -0.141
C 2.768716 0.513306 -0.453057 0.043 -0.019 0.088
C 2.801529 2.175673 1.375756 -0.093 0.036 0.014
C 4.060357 1.710084 2.121948 -0.029 0.054 0.008
C 3.208809 3.286106 0.398954 -0.023 -0.009 -0.002
C 0.503177 0.688101 2.581207 -0.089 -0.084 -0.060
C 1.202524 0.565160 3.781714 -0.063 0.003 0.046
C 0.684183 1.012820 4.986200 0.006 -0.001 -0.038
C -0.557346 1.625932 5.017640 -0.004 -0.007 -0.001
C -1.265811 1.775860 3.838627 0.033 0.003 -0.020
C -0.766960 1.316247 2.617578 -0.041 -0.017 -0.027
P -1.789067 1.407416 1.089777 0.235 0.153 0.016
C -1.433616 3.175364 0.480189 0.166 0.038 0.079
C -2.262598 3.575673 -0.742938 0.083 -0.151 -0.093
C 0.042254 3.234874 0.089206 -0.075 -0.091 -0.083
C -1.573554 4.244115 1.578842 -0.228 0.090 -0.041
C -3.668743 1.400464 1.477254 0.074 -0.029 -0.016
C -4.099834 0.350844 2.503990 -0.045 0.086 0.041
C -4.361360 1.019408 0.158225 0.038 -0.051 -0.099
C -4.266327 2.731779 1.952253 -0.054 -0.073 0.005
H 3.437020 -2.559447 -3.848928 0.015 -0.016 -0.007
H 1.809652 -2.325109 -3.224988 -0.050 0.003 -0.050
H 2.969861 -3.302794 -2.325933 -0.009 -0.034 0.030
H 3.371223 -0.334415 -2.921495 -0.042 0.031 -0.026
H 4.837893 -2.209098 -1.019708 -0.006 -0.046 0.035
H 5.222152 -0.508667 -1.282289 0.021 0.037 0.019
H 5.431537 -1.669375 -2.593420 0.040 -0.009 -0.035
H 1.592853 -2.611230 -0.597717 0.040 0.017 -0.057
H 0.297704 -2.031829 2.733008 -0.034 -0.008 0.012
H 3.045110 -2.859170 1.733165 0.023 -0.022 -0.036
H 2.313563 -3.338834 3.267967 0.014 -0.027 0.034
H 2.751496 -1.653516 2.977827 0.021 0.015 0.010
H 1.311689 -4.243705 0.949518 0.014 -0.018 -0.013
H -0.251238 -3.560879 0.550550 -0.053 0.006 -0.047
H 0.025602 -4.280652 2.139138 -0.012 -0.014 0.021
H 3.523863 1.137463 -0.913303 0.015 0.052 -0.036
H 2.114622 2.588491 2.118814 0.021 -0.039 -0.052
H 4.778638 1.291222 1.416317 0.033 -0.012 -0.034
H 3.852303 0.947136 2.868216 -0.025 -0.040 0.051
H 4.530993 2.557077 2.622084 0.030 0.013 0.020
H 4.174128 3.063454 -0.056014 0.041 -0.010 -0.037
H 3.319490 4.228799 0.932957 0.023 0.046 0.023
H 2.487998 3.425315 -0.402357 -0.014 0.013 -0.027
H 2.174798 0.099529 3.778176 0.036 -0.016 -0.008
H 1.255037 0.884085 5.895330 0.015 -0.001 0.028
H -0.970294 1.984993 5.949191 -0.022 0.022 0.046
H -2.235380 2.252362 3.864442 0.004 0.029 0.019
H -2.129828 2.872316 -1.566616 -0.011 0.081 0.057
H -1.902568 4.550720 -1.075488 0.016 0.030 -0.032
H -3.321573 3.683891 -0.537598 -0.117 -0.023 0.008
H 0.332092 2.454512 -0.607031 0.005 0.074 0.086
H 0.656196 3.185795 0.979108 0.040 -0.010 0.084
H 0.232986 4.202327 -0.380672 -0.015 0.038 0.001
H -2.595307 4.476318 1.870209 0.177 -0.023 -0.035
H -1.140301 5.161858 1.175457 -0.002 0.037 -0.002
H -1.000996 3.994482 2.468875 0.041 -0.043 0.067
H -3.981055 -0.656576 2.130481 0.017 -0.057 -0.051
H -5.168400 0.486970 2.682349 -0.015 0.027 0.005
H -3.594190 0.448946 3.461629 0.012 -0.022 0.033
H -4.050650 0.030130 -0.185791 -0.036 0.028 0.061
H -4.176795 1.728755 -0.647816 -0.003 -0.016 0.039
H -5.437315 0.987160 0.339477 -0.042 0.021 -0.016
H -3.850302 3.075367 2.897120 -0.004 0.018 0.020
H -5.333203 2.565799 2.113194 -0.024 -0.007 0.007
H -4.180110 3.526390 1.221921 0.012 0.034 -0.028
N -1.875409 -1.521992 3.163803 0.191 0.075 0.046
C -2.403309 -2.318645 2.244870 -0.147 -0.098 -0.082
N -3.098632 -3.348710 2.728493 -0.021 0.001 -0.059
C -3.620888 -4.177849 1.835073 0.013 0.079 0.169
N -4.392638 -5.178630 2.264595 -0.027 0.013 0.021
N -3.390285 -4.099391 0.513319 0.052 0.073 -0.225
C -2.683313 -3.065587 0.130379 0.112 0.114 0.308
N -2.226272 -2.055847 0.911520 -0.039 -0.071 0.123
C -2.236659 -3.058691 -1.266626 0.011 0.086 -0.367
C -2.751359 -3.958920 -2.179985 0.053 -0.003 -0.065
C -2.239568 -3.966687 -3.469503 -0.010 0.025 0.063
C -1.232856 -3.075942 -3.782520 0.028 0.049 0.053
C -0.786471 -2.192809 -2.809111 0.096 -0.097 -0.101
N -1.270773 -2.173708 -1.574194 0.014 -0.163 0.292
H -2.098312 -1.724717 4.122882 0.015 0.021 0.012
H -1.364628 -0.685918 2.930104 -0.031 -0.045 0.002
H -4.568890 -5.283282 3.247673 -0.001 -0.006 -0.010
H -4.771564 -5.831677 1.603070 0.005 0.000 0.007
H -3.529210 -4.636364 -1.863334 0.001 -0.002 0.002
H -2.622807 -4.654453 -4.209151 -0.016 -0.031 -0.023
H -0.796194 -3.039217 -4.769733 0.018 0.018 -0.022
H -0.034134 -1.460960 -3.038931 0.021 -0.013 -0.014
O -2.528936 0.099374 -2.804090 0.478 -0.021 -0.111
N -2.048460 0.475440 -1.816371 -2.350 -0.567 0.561
O -0.311615 0.889973 -1.778388 0.833 -0.711 0.232
O 1.566840 1.873561 -2.875138 -0.109 -0.006 -0.010
B 0.481555 0.974047 -2.851323 0.360 0.397 0.283
O 0.409098 0.277930 -4.067579 -0.171 -0.038 0.121
C 1.467896 0.739308 -4.816910 0.063 0.020 -0.107
C 1.852803 0.348060 -6.074779 0.033 0.008 -0.026
C 2.987912 0.967347 -6.600496 0.001 0.022 0.040
C 3.684057 1.929993 -5.879722 -0.042 -0.024 0.017
C 3.278817 2.316903 -4.601231 0.029 -0.017 -0.058
C 2.160547 1.698849 -4.096248 0.017 0.022 -0.030
H 1.301127 -0.398660 -6.627358 -0.017 -0.023 -0.024
H 3.328651 0.694227 -7.588704 0.010 -0.009 -0.031
H 4.556319 2.392462 -6.318252 0.035 0.016 -0.019
H 3.811739 3.066062 -4.033701 0.017 0.027 0.017

# 2
121
Properties=species:S:1:pos:R:3:forces:R:3 method="wB97M-V/def2-TZVPD" gap_ev="5.92 / 3.21" lumo_ev="3.3 / 0.6" e_above_lowest_kcal_mol=0.0 total_charge=-2 fmax_ev_per_a=4.28 spin_multiplicity=2
Ba 0.180331 0.241592 0.624286 0.192 -1.129 -0.259
O -0.590363 2.737780 0.508417 0.459 1.929 -0.666
N -0.197866 3.876724 0.013249 -1.457 -1.402 2.056
C -0.456613 5.007611 0.746679 -0.344 -0.954 0.904
C -0.014816 6.234107 0.411791 0.643 1.044 -0.182
C 0.678169 6.442690 -0.817063 -1.097 -0.183 0.106
C 0.759107 5.309999 -1.558298 1.878 -1.004 -2.074
C 0.414437 3.982424 -1.164161 0.588 0.041 -1.536
S 0.742418 2.614270 -2.145393 -0.145 0.613 0.632
H -1.008304 4.765402 1.645773 0.138 0.142 0.089
H -0.146054 7.023426 1.144106 -0.193 0.007 -0.211
H 0.950785 7.433024 -1.222865 0.026 -0.770 0.530
H 1.291691 5.202929 -2.524769 -0.461 0.875 0.518
C 0.332093 -0.897568 -6.609614 -1.255 1.393 -0.819
Si 0.125881 -0.056166 -4.921755 -2.258 -0.330 -0.732
C -0.590126 1.686451 -5.366403 -1.493 -2.301 0.046
C -1.197581 -0.865990 -3.906017 -0.089 0.560 1.197
N 1.553532 -0.321796 -4.022626 -1.916 0.219 0.590
C 2.764498 0.028105 -4.420950 3.510 1.898 -0.350
C 3.143476 1.076171 -5.323100 0.527 -0.302 -0.138
C 4.471964 1.472693 -5.581424 -0.534 -0.061 -0.730
C 5.563118 0.862725 -5.001864 -0.174 -0.233 0.158
C 5.226133 -0.179712 -4.161367 0.060 -0.380 0.823
C 3.908384 -0.514862 -3.837789 1.286 -0.424 -0.031
F 3.763169 -1.468364 -2.884859 -0.169 -0.052 -0.218
H -0.650526 -0.932070 -7.186036 1.056 0.115 0.805
H 0.717187 -1.884078 -6.581375 0.453 -1.024 0.206
H 1.009516 -0.282216 -7.217287 -0.010 -0.164 -0.038
H 0.224508 2.286832 -5.607143 1.028 1.535 -1.022
H -1.144938 2.121837 -4.551064 0.008 0.148 0.571
H -1.387988 1.506679 -6.162396 1.403 0.379 0.565
H -2.141922 -1.076059 -4.389805 -0.257 0.218 -0.373
H -1.408472 -0.241951 -2.983007 0.201 -0.637 -1.010
H -0.834756 -1.807190 -3.519107 0.167 -0.334 0.230
H 2.399529 1.605954 -5.881863 -0.567 0.176 -0.080
H 4.703267 2.194375 -6.359738 -0.537 0.304 0.159
H 6.607190 1.181925 -5.180146 -0.823 -0.361 0.059
H 6.015078 -0.742606 -3.688269 -0.017 -0.177 0.319
O 0.731699 -1.079361 -1.476536 0.280 0.428 -0.169
H 1.218864 -1.863603 -1.747038 -0.087 -0.157 0.381
H 1.370737 -0.550620 -2.997579 0.075 -0.160 -0.105
F -1.438415 2.952362 4.571286 -0.013 -0.220 0.219
P -2.225949 2.786184 6.010471 1.328 0.180 -1.201
F -2.781060 1.343916 5.569382 -0.269 -0.513 0.099
F -2.976632 2.733010 7.424445 -0.203 -0.638 0.221
F -3.501967 3.449899 5.288929 -0.510 0.458 0.345
F -0.881657 2.018438 6.577028 -0.585 0.518 0.380
F -1.653480 4.228008 6.459879 0.226 0.166 -0.109
C 8.192857 -0.909036 0.313181 0.819 -1.722 1.625
C 6.823515 -0.394449 0.760245 1.187 -1.042 2.904
C 5.809676 -0.043662 -0.070524 -0.309 0.831 -0.632
C 4.626641 0.541753 0.369178 -0.974 -0.662 0.241
C 3.516268 0.823955 -0.620815 0.302 -0.933 0.231
C 4.368643 0.664443 1.746335 -0.234 0.238 -0.900
Se 2.705794 1.476660 2.359026 0.524 -0.089 0.021
C 5.342659 0.198916 2.639658 0.420 -0.718 -0.841
C 5.058539 0.383335 4.064858 2.020 1.552 1.622
C 6.543085 -0.377417 2.168946 -0.399 1.288 -1.048
H 9.010948 -0.171307 0.251881 -0.641 0.169 -0.327
H 8.126114 -1.489919 -0.619562 0.120 0.330 0.179
H 8.662454 -1.650758 1.127819 -1.304 1.335 -1.628
H 5.944013 -0.159887 -1.122341 0.077 -0.023 -0.773
H 3.865484 0.769724 -1.649099 0.133 0.295 -0.063
H 3.073919 1.778324 -0.380572 -0.280 0.346 -0.165
H 2.747395 0.021038 -0.550609 0.375 0.508 -0.016
H 4.021968 0.278169 4.335231 -0.186 -0.490 0.199
H 5.280121 1.474679 4.258435 -0.434 -0.748 -0.017
H 5.810965 -0.113415 4.725778 -0.862 -0.151 -0.411
H 7.320762 -0.646563 2.887874 -0.241 -0.130 -0.176
C -4.814811 -1.820447 2.925131 -0.756 0.228 0.691
C -4.862926 -0.860381 1.756934 -0.325 1.945 1.390
C -4.729120 0.597498 2.346985 -1.028 -1.137 0.774
C -6.200465 -0.972251 1.029218 0.073 -1.852 1.543
Si -3.338203 -1.126266 0.720155 -0.033 -1.478 -1.382
O -2.002407 -0.700863 1.365660 1.655 0.716 1.311
C -3.499965 -0.020982 -0.806123 -1.158 0.293 -1.896
C -3.022614 1.274656 -0.723431 0.359 0.092 0.213
C -3.126969 2.216710 -1.742724 -1.253 0.414 -0.718
C -3.980544 2.030388 -2.863355 2.103 -0.355 -0.925
C -4.411039 0.672897 -3.051531 0.761 1.388 0.930
C -4.122324 -0.252565 -2.062671 -1.001 -1.284 0.445
C -3.059663 -2.990323 0.187308 -0.754 0.842 0.392
C -1.775394 -3.385628 -0.107909 0.535 -0.031 -0.094
C -1.454378 -4.678748 -0.465493 -0.633 -1.527 -0.099
C -2.475212 -5.655837 -0.504637 -1.531 2.433 0.262
C -3.830035 -5.284950 -0.242722 2.141 -0.019 0.103
C -4.033660 -3.970254 0.147673 -1.695 -0.011 0.065
H -5.649644 -1.709794 3.669738 0.305 -0.004 -0.826
H -3.923605 -1.690876 3.526566 0.385 -0.119 -0.128
H -4.849169 -2.783718 2.460112 0.034 -1.100 0.452
H -5.643387 0.866447 2.921476 0.219 -0.385 -0.256
H -4.698696 1.289673 1.552121 0.403 1.109 -0.892
H -3.921287 0.729152 3.064239 0.352 -0.043 -0.358
H -6.999272 -0.433461 1.549594 0.087 0.043 -0.015
H -6.450238 -2.066464 1.089220 -0.210 0.874 -0.517
H -6.133910 -0.658716 0.027659 -0.127 0.422 -1.396
H -2.538030 1.573601 0.185759 0.292 0.182 0.267
H -2.581173 3.149973 -1.614559 -0.293 0.049 -0.050
H -3.915016 2.856874 -3.676254 -0.693 -1.669 1.370
H -4.906270 0.208396 -3.887948 -0.242 0.774 -0.520
H -4.561354 -1.232799 -2.322829 0.572 0.146 0.559
H -0.987173 -2.679127 -0.008130 0.619 0.491 -0.160
H -0.422333 -4.949641 -0.700972 -0.300 0.086 0.190
H -2.362773 -6.657752 -0.746369 0.904 -1.727 -0.555
H -4.617405 -6.038530 -0.308527 0.138 0.337 0.156
H -5.029439 -3.668354 0.474039 -0.089 -0.176 -0.297
C -0.821263 -4.314448 4.002289 0.855 0.520 2.489
N -0.221769 -3.011639 4.257688 -1.274 0.724 1.001
C -1.119996 -1.942286 4.820212 0.966 -0.852 -0.582
C -0.350501 -0.692832 4.559721 -0.173 2.110 -1.085
N 0.604303 -1.083796 3.512556 -1.202 1.269 1.217
C 0.578795 -2.384552 3.397728 2.151 -2.688 -2.546
S 1.487613 -3.181022 2.184565 -0.276 0.215 0.459
H -1.494783 -4.491008 4.828472 -0.402 0.046 0.310
H -0.122435 -5.120371 4.075148 0.771 -0.252 -0.345
H -1.370061 -4.367970 3.133436 -1.063 0.050 -2.293
H -1.315928 -2.002118 5.859502 -0.243 -0.665 1.026
H -2.013937 -2.022752 4.251615 -1.000 0.339 -0.391
H 0.134508 -0.248143 5.397804 0.657 -0.214 0.975
H -0.983436 0.149743 4.239476 -0.036 -0.472 -0.257
H 1.449670 -0.562245 3.324474 0.274 0.300 -0.188